# 1
Computed, not measured: a structure of composition C4H6BrN3 in a non-equilibrium geometry, with ωB97M-V/def2-TZVPD.

2S+1: 1
DFT total energy (Eh): -2894.14612
ΔE to the lowest compared entry with this formula, charge and spin (kJ/mol): 361.4
Lowest unoccupied orbital energy (hartree): 0.026
HOMO energy (eV): -6.80

```
14
Properties=species:S:1:pos:R:3:nbo_charge:R:1
C 1.052 -0.177 -0.421 0.1120
C 0.557 1.954 -0.101 0.4431
C -0.962 0.625 0.183 -0.1505
C -0.736 -1.789 -0.124 -0.4365
N 1.485 1.065 -0.356 -0.4799
N -0.192 -0.455 -0.071 -0.3990
N 0.495 3.238 0.065 -0.8144
Br -2.836 0.496 -0.183 0.0296
H 1.825 -0.864 -0.606 0.1950
H -1.286 -1.831 -1.156 0.2279
H -0.014 -2.699 -0.048 0.2347
H -1.467 -1.896 0.834 0.2319
H -0.433 3.772 -0.045 0.4174
H 1.104 3.702 0.848 0.3887
```


# 2
Computed, not measured: a cluster of 2 separate species, C9H10O2S2 in total in a non-equilibrium geometry, with ωB97M-V/def2-TZVPD.

2S+1: 1
DFT total energy (Eh): -1295.63909
ΔE to the lowest compared entry with this formula, charge and spin (kJ/mol): 493.7
Lowest unoccupied orbital energy (alpha / beta) (hartree): 0.004 / 0.004
HOMO energy (alpha / beta) (eV): -7.21 / -7.22

```
23
Properties=species:S:1:pos:R:3:nbo_charge:R:1
C -4.197 -0.572 0.243 -0.3031
C -2.948 -1.048 0.567 -0.2869
C -4.010 0.524 -0.531 0.1008
C -2.019 -0.242 -0.121 0.1676
C -0.356 1.384 1.512 0.4500
C 2.534 -0.135 -0.798 -0.4159
C 1.754 1.169 -0.980 -0.5322
C 1.934 -0.776 0.466 -0.4954
C -0.592 -0.140 -0.180 -0.4022
O 0.072 1.125 2.582 -0.4913
O -2.744 0.696 -0.801 -0.3924
S 0.104 0.763 -1.601 0.2712
S 0.241 -1.604 0.414 0.2516
H -5.076 -1.012 0.597 0.2255
H -2.589 -1.781 1.174 0.2269
H -4.626 1.292 -0.880 0.1983
H -0.385 2.365 1.070 0.1220
H 2.294 -0.781 -1.786 0.2180
H 3.511 -0.107 -0.532 0.2144
H 1.799 1.629 -0.079 0.1995
H 2.359 1.743 -1.588 0.2352
H 2.503 -1.575 0.941 0.2251
H 1.777 -0.019 1.236 0.2135
```


# 3
Computed, not measured: a cluster of 15 separate species, C34H103N5O15 in total in a non-equilibrium geometry, with ωB97M-V/def2-TZVPD.

2S+1: 1
DFT total energy (Eh): -2759.28484
ΔE to the lowest compared entry with this formula, charge and spin (kJ/mol): 222.2
Lowest unoccupied orbital energy (hartree): 0.006
HOMO energy (eV): -8.74

```
157
Properties=species:S:1:pos:R:3:mulliken_charge:R:1
C 20.089 -13.455 -6.619 -0.9480
C 19.651 -12.246 -5.855 0.1283
O 20.701 -11.320 -5.896 -0.6136
H 20.558 -13.073 -7.526 -0.0657
H 19.214 -13.961 -7.028 0.4111
H 20.749 -14.130 -6.075 0.3280
H 19.348 -12.550 -4.853 0.2316
H 18.810 -11.844 -6.421 0.1462
H 20.349 -10.587 -5.385 -0.0793
C 24.071 -9.916 -5.303 -0.9990
C 24.149 -11.102 -6.282 -0.4671
O 23.096 -11.000 -7.134 0.4365
H 23.220 -10.070 -4.639 0.1456
H 23.929 -8.953 -5.794 0.1351
H 24.964 -9.877 -4.679 0.4776
H 24.046 -12.061 -5.773 0.4269
H 25.080 -11.283 -6.819 0.3516
H 22.243 -11.177 -6.731 -0.0088
C 24.725 -5.407 -5.774 0.0480
C 26.173 -5.224 -5.277 -0.6725
O 26.352 -4.061 -4.511 -0.5328
H 24.624 -6.314 -6.371 0.0888
H 24.545 -4.533 -6.399 -0.3111
H 23.945 -5.519 -5.020 0.3445
H 26.791 -5.227 -6.175 0.2671
H 26.419 -6.031 -4.587 0.4348
H 26.453 -4.303 -3.588 0.3101
C 22.197 -2.301 -5.812 -1.6018
C 21.560 -3.570 -5.324 0.8864
O 20.223 -3.597 -5.561 -0.4594
H 22.013 -2.254 -6.886 0.3869
H 23.247 -2.178 -5.546 0.3517
H 21.727 -1.408 -5.400 0.4679
H 21.826 -3.647 -4.270 0.2295
H 21.948 -4.369 -5.956 -0.4464
H 19.812 -2.759 -5.784 0.2379
C 25.106 -2.603 -8.936 -0.9570
C 24.305 -3.702 -9.612 0.2850
O 25.114 -4.849 -9.826 -0.6006
H 24.575 -1.687 -8.674 0.3264
H 26.073 -2.406 -9.399 0.3368
H 25.264 -2.989 -7.929 0.0491
H 23.785 -3.529 -10.554 0.3377
H 23.551 -4.212 -9.012 -0.2296
H 24.475 -5.480 -10.165 0.4471
C 13.229 -7.919 -9.135 -0.8000
C 13.961 -6.771 -8.492 0.3292
O 12.952 -6.233 -7.650 -0.5583
H 12.505 -7.492 -9.829 0.3466
H 12.713 -8.517 -8.384 0.3356
H 13.981 -8.559 -9.597 -0.0026
H 14.460 -6.137 -9.225 0.2423
H 14.704 -7.182 -7.809 -0.1666
H 12.986 -5.281 -7.771 0.3058
C 19.285 -7.298 -4.214 -0.6476
C 20.188 -8.251 -3.572 -0.2231
O 19.638 -9.590 -3.641 -0.5302
H 18.271 -7.301 -3.814 0.3452
H 19.298 -7.351 -5.303 0.0066
H 19.622 -6.297 -3.945 0.2496
H 20.483 -8.100 -2.533 0.4468
H 21.154 -8.305 -4.075 0.0897
H 18.944 -9.599 -2.977 0.2732
O 15.736 -9.025 -6.024 -0.5933
H 14.902 -8.670 -5.717 0.2659
H 16.391 -8.632 -5.447 0.2379
O 14.762 -11.809 -10.858 -0.6529
H 15.253 -11.171 -11.375 0.2705
H 13.912 -11.394 -10.709 0.3279
O 15.747 -11.427 -7.415 -0.7255
H 15.884 -10.989 -8.255 0.1236
H 15.728 -10.716 -6.775 0.3983
C 17.548 -4.187 -9.107 -1.5440
C 17.289 -2.843 -8.411 0.7034
C 17.790 -1.631 -9.224 -0.7766
O 17.713 -0.490 -8.364 -0.2831
C 17.980 0.744 -9.038 -0.8290
N 15.886 -2.712 -8.078 -0.7059
H 17.340 -5.037 -8.458 0.2518
H 18.549 -4.351 -9.505 0.4321
H 16.790 -4.327 -9.879 0.3014
H 17.706 -2.784 -7.406 0.0965
H 17.164 -1.607 -10.116 0.3549
H 18.760 -1.786 -9.697 0.4777
H 17.249 0.899 -9.831 0.3396
H 18.864 0.686 -9.674 0.3248
H 17.934 1.613 -8.382 0.2594
H 15.851 -1.879 -7.507 0.2897
H 15.453 -2.500 -8.965 0.3007
C 22.521 -12.181 -10.689 -1.0127
C 23.884 -11.894 -10.146 1.8491
C 24.291 -13.043 -9.206 -1.1804
O 24.753 -14.172 -9.862 -0.4129
C 25.244 -15.184 -8.987 -0.8204
N 24.839 -11.684 -11.213 -0.7709
H 21.754 -11.977 -9.942 -0.1446
H 22.425 -13.184 -11.106 0.4295
H 22.293 -11.501 -11.510 -0.0273
H 23.813 -10.986 -9.547 -0.1787
H 23.417 -13.297 -8.607 0.2587
H 25.143 -12.720 -8.607 0.5409
H 24.387 -15.772 -8.657 0.3106
H 25.800 -14.950 -8.079 0.3106
H 25.929 -15.839 -9.524 0.2916
H 25.672 -11.657 -10.643 0.3415
H 24.790 -10.808 -11.714 0.1998
C 25.183 -7.598 -11.703 -1.5661
C 23.929 -7.097 -12.280 0.0154
C 23.150 -8.330 -12.861 0.1897
O 23.964 -8.958 -13.893 -0.3893
C 23.248 -9.858 -14.708 -0.7026
N 23.282 -6.597 -11.104 -0.3245
H 25.875 -6.861 -11.296 0.3834
H 25.805 -8.107 -12.439 0.4204
H 25.082 -8.329 -10.900 0.1621
H 24.114 -6.389 -13.089 0.4911
H 22.206 -7.945 -13.247 0.3914
H 22.971 -9.099 -12.110 -0.1759
H 22.345 -10.224 -14.220 0.2236
H 23.861 -10.701 -15.030 0.2704
H 23.098 -9.316 -15.642 0.3289
H 23.081 -7.346 -10.457 0.0814
H 22.367 -6.227 -11.316 0.2457
C 19.299 -9.821 -13.743 -1.4869
C 18.114 -9.844 -12.731 1.2854
C 16.779 -9.975 -13.536 -1.1787
O 15.712 -9.819 -12.610 -0.0934
C 14.407 -10.007 -13.104 -1.0000
N 18.278 -10.983 -11.837 -0.6613
H 20.270 -9.736 -13.255 0.1007
H 19.183 -8.989 -14.437 0.4297
H 19.174 -10.720 -14.347 0.4271
H 18.090 -8.927 -12.142 -0.1356
H 16.680 -11.001 -13.889 0.4730
H 16.760 -9.226 -14.328 0.4156
H 14.211 -9.342 -13.946 0.3163
H 13.527 -9.930 -12.466 0.2824
H 14.425 -11.033 -13.470 0.4630
H 18.777 -10.732 -10.995 0.1485
H 17.337 -11.223 -11.559 0.2427
C 21.555 -7.143 -8.012 -2.2135
C 20.837 -8.473 -8.255 2.3512
C 19.445 -8.119 -8.997 -1.0811
O 18.491 -9.223 -8.983 -0.0583
C 17.186 -8.987 -9.340 0.3177
N 21.719 -9.127 -9.174 0.4121
H 22.516 -7.186 -7.500 0.3716
H 21.082 -6.349 -7.435 0.5017
H 21.792 -6.636 -8.947 0.1195
H 20.679 -9.063 -7.353 -0.2351
H 19.693 -7.796 -10.008 0.2971
H 18.980 -7.219 -8.595 0.2095
H 17.067 -8.608 -10.355 0.2800
H 16.670 -8.444 -8.548 0.5502
H 16.580 -9.886 -9.231 -1.1133
H 22.417 -9.483 -8.538 -0.2254
H 21.339 -10.027 -9.430 -0.2911
```


Look up the ΔE to the lowest compared entry with this formula, charge and spin of the second one. 493.7 kJ/mol


Which value of 2S+1 does entry 1 give? 1